Record 1
Formula: C19H27N5O2S
Source: the Open Molecules 2025 dataset
Level of theory: ωB97M-V with the def2-TZVPD basis set

Output
Energy relative to the best compared isomer or geometry (same formula, charge and spin) ... 0.00 kcal per mole
SMILES string ... CCC(=O)Nc1cc(NC(=O)CSc2nnc(C(C)C)n2CC)ccc1C

The geometry in ORCA input format:
```
! RIJCOSX wB97M-V def2-TZVPD def2/J DEFGRID3
* xyz 0 1
C -2.9801 -0.7048 3.9306
C -2.2675 0.4902 3.2974
C -1.1920 0.0255 2.3259
O -1.3380 0.0592 1.1223
N -0.0849 -0.4450 2.9559
C 1.0603 -0.9981 2.3557
C 1.5008 -0.5285 1.1302
C 2.6128 -1.0977 0.5163
N 2.9685 -0.5980 -0.7383
C 3.5955 -1.2623 -1.7366
O 4.1698 -2.3237 -1.6388
C 3.4763 -0.5298 -3.0720
S 1.7886 -0.7276 -3.7441
C 0.9668 0.5331 -2.8716
N 1.5217 1.3842 -2.0452
N 0.5497 2.1906 -1.5832
C -0.5783 1.8275 -2.1190
C -1.8919 2.4873 -1.8866
C -2.0446 3.6648 -2.8554
C -1.9771 2.9504 -0.4344
N -0.3701 0.7700 -2.9707
C -1.3288 -0.0410 -3.6738
C -1.7711 -1.2158 -2.8052
C 3.3003 -2.1238 1.1519
C 2.8677 -2.5619 2.3906
C 1.7532 -2.0224 3.0141
C 1.2966 -2.5327 4.3506
H -2.2943 -1.3083 4.5223
H -3.7808 -0.3619 4.5818
H -3.4116 -1.3362 3.1574
H -2.9876 1.0881 2.7379
H -1.8198 1.1173 4.0712
H -0.1251 -0.5206 3.9615
H 0.9664 0.2712 0.6430
H 2.5129 0.2848 -0.9953
H 3.6672 0.5380 -2.9818
H 4.1365 -0.9908 -3.8049
H -2.6896 1.7612 -2.0746
H -1.2531 4.3893 -2.6807
H -1.9859 3.3316 -3.8903
H -3.0048 4.1517 -2.7023
H -1.1703 3.6458 -0.2224
H -1.8785 2.0942 0.2275
H -2.9316 3.4379 -0.2507
H -2.1822 0.5863 -3.9420
H -0.8554 -0.4034 -4.5911
H -2.1429 -0.8599 -1.8464
H -2.5554 -1.7746 -3.3077
H -0.9310 -1.8810 -2.6203
H 4.1537 -2.5752 0.6753
H 3.4098 -3.3557 2.8835
H 1.3693 -1.7561 5.1144
H 1.9171 -3.3678 4.6644
H 0.2626 -2.8757 4.3039
*
```

List of natural (NBO) charges in e, atom by atom: -0.60, -0.49, 0.69, -0.62, -0.61, 0.15, -0.26, 0.23, -0.66, 0.67, -0.61, -0.60, 0.27, 0.19, -0.38, -0.29, 0.36, -0.26, -0.59, -0.60, -0.37, -0.21, -0.62, -0.25, -0.19, -0.05, -0.64, 0.20, 0.22, 0.22, 0.23, 0.21, 0.40, 0.24, 0.44, 0.26, 0.26, 0.21, 0.22, 0.20, 0.21, 0.22, 0.24, 0.20, 0.21, 0.22, 0.23, 0.22, 0.22, 0.25, 0.21, 0.21, 0.23, 0.21

Record 2
Formula: C19H27NOPb
Source: the Open Molecules 2025 dataset
Level of theory: ωB97M-V with the def2-TZVPD basis set

Output
Energy relative to the best compared isomer or geometry (same formula, charge and spin) ... 0.00 kcal per mole

The geometry in ORCA input format:
```
! RIJCOSX wB97M-V def2-TZVPD def2/J DEFGRID3
* xyz -2 1
C -1.8123 3.3203 -1.2760
C -2.8954 2.8879 -2.0944
C -2.3468 2.3075 -3.2800
C -0.9245 2.3958 -3.1922
C -0.6032 3.0462 -1.9681
Pb -2.0571 0.0278 -1.3596
N -2.3054 1.0774 0.6069
C -3.0001 2.3780 2.9591
C -4.3056 2.0586 2.9820
H -2.9128 1.9018 -4.1176
H -3.9543 3.0210 -1.8723
H -0.2091 2.0811 -3.9520
H 0.3954 3.3481 -1.6504
H -1.8930 3.7924 -0.3016
H -4.9883 2.4335 2.2149
H -2.5921 3.1103 2.2650
H -1.4153 0.9100 1.1207
H -4.7196 1.4070 3.7608
H -2.2997 1.9189 3.6660
C 2.2841 1.0741 -1.6536
C 2.0718 -0.3537 -2.1613
C 3.1334 -0.6714 -3.2199
C 2.0478 -1.3577 -1.0147
C 3.0224 -2.3216 -0.8198
C 3.0068 -3.1408 0.3099
C 2.0033 -3.0080 1.2697
C 0.9856 -2.0835 1.1041
C -0.1114 -1.8937 2.1532
C -0.8367 -3.2069 2.4682
C 0.4544 -1.2803 3.4362
C 0.9692 -1.2780 -0.0741
O -0.0242 -0.4743 -0.2818
H 3.2665 1.1426 -1.1662
H 1.5156 1.3610 -0.9288
H 2.2619 1.7916 -2.4827
H 1.0933 -0.4082 -2.6710
H 4.1491 -0.5662 -2.8129
H 3.0041 -1.6878 -3.6136
H 3.0343 0.0260 -4.0621
H 3.8244 -2.4099 -1.5512
H 3.7966 -3.8748 0.4480
H 2.0136 -3.6294 2.1699
H -0.8486 -1.1961 1.7314
H -0.1489 -3.9475 2.8977
H -1.6464 -3.0225 3.1857
H -1.2738 -3.6294 1.5559
H 0.9444 -0.3247 3.2175
H -0.3504 -1.1056 4.1598
H 1.1969 -1.9467 3.8951
*
```

List of natural (NBO) charges in e, atom by atom: -0.29, -0.38, -0.40, -0.39, -0.36, 0.99, -1.46, -0.32, -0.44, 0.19, 0.19, 0.18, 0.19, 0.20, 0.19, 0.22, 0.30, 0.16, 0.17, -0.60, -0.24, -0.60, -0.12, -0.22, -0.33, -0.21, -0.14, -0.26, -0.59, -0.59, 0.46, -0.86, 0.17, 0.26, 0.19, 0.22, 0.18, 0.20, 0.20, 0.18, 0.18, 0.18, 0.27, 0.17, 0.19, 0.21, 0.21, 0.19, 0.18